C4H25NO9S | wB97M-V/def2-TZVPD

XYZ file:
```
40
Properties=species:S:1:pos:R:3:forces:R:3
O 1.082 -0.265 2.073 0.7 -0.3 0.3
C -0.085 -0.487 1.791 -0.8 1.4 -1.1
N -0.783 0.433 1.022 0.1 -0.7 0.7
C -0.276 1.775 0.796 0.4 -0.3 -0.9
C -0.935 2.788 1.681 -1.1 1.7 0.2
S -0.417 2.703 3.445 0.0 -0.2 0.0
C -0.794 -1.727 2.188 -0.3 -2.8 -1.3
H -1.782 0.311 0.811 0.6 -0.4 0.1
H 0.832 1.780 0.833 -0.8 0.0 0.4
H -0.504 2.012 -0.245 -0.1 0.2 -0.1
H -2.075 2.732 1.621 1.5 -0.3 0.2
H -0.737 3.850 1.334 0.1 -1.3 0.3
H 0.353 1.584 3.433 -0.3 0.4 -0.3
H -0.091 -2.447 2.679 -0.5 0.8 -0.4
H -1.603 -1.563 2.872 -0.4 0.4 0.3
H -1.267 -2.307 1.285 0.9 1.3 1.5
H 3.046 1.519 0.592 0.2 0.3 0.5
H 2.592 0.771 -0.588 -0.6 -1.4 -0.7
O 3.010 1.592 -0.360 0.7 1.0 0.3
H -2.639 -1.144 -0.802 0.8 -0.7 -0.9
H -3.904 -0.356 -0.631 -0.5 0.2 -0.1
O -3.121 -0.627 -0.161 -0.6 0.7 1.0
H 0.673 -3.436 -0.613 0.6 0.1 0.6
H -0.199 -4.705 -0.816 0.0 -0.7 0.3
O -0.076 -3.810 -1.093 -0.6 0.5 -0.8
H -0.903 1.019 -2.999 -2.1 0.3 -0.1
H 0.469 1.701 -2.804 -0.7 -1.4 -0.2
O -0.001 0.807 -2.977 2.6 1.1 0.1
H 2.044 2.512 -1.397 -0.3 0.3 -0.2
H 1.420 3.788 -1.933 0.1 4.4 0.4
O 1.390 2.901 -2.033 0.2 -4.4 -0.2
H -1.140 -2.685 -1.724 -1.0 1.1 -0.4
H -1.069 -1.350 -2.425 2.3 2.2 -1.6
O -1.695 -1.883 -2.040 -1.2 -3.3 1.8
H 1.102 -0.181 -2.001 0.3 -0.2 0.5
H 0.742 -0.217 -0.564 -1.3 0.3 1.2
O 1.463 -0.452 -1.118 0.7 -0.1 -1.8
H 2.024 -1.963 -0.400 0.1 0.4 -0.4
H 1.859 -2.271 1.052 -0.1 0.3 0.8
O 1.994 -2.702 0.215 0.2 -0.8 -0.2
```
Positions in Å, forces in eV/Å.

Values from the calculation:
Energy relative to the best compared isomer or geometry (same formula, charge and spin) (kcal per mole): 0.0
SMILES string: CC(=O)NCCS.O.O.O.O.O.O.O.O
Charge: 0
Strongest force on any atom (eV Å⁻¹): 4.39

=====

C4H25O9S | wB97M-V/def2-TZVPD

XYZ file:
```
39
Properties=species:S:1:pos:R:3:forces:R:3
C -1.881 0.520 0.592 0.9 -1.0 0.5
O -1.427 1.870 0.718 0.4 -0.1 -0.4
C -0.686 -0.587 0.747 -1.2 1.8 -2.7
C -1.147 -1.996 0.447 -3.0 0.2 1.5
C -0.230 -3.086 0.795 -2.3 -3.8 4.2
S 0.342 -3.169 2.707 0.5 0.0 -0.9
H -2.629 0.254 -0.213 1.4 0.9 0.0
H -2.550 0.309 1.425 0.1 0.0 0.8
H 0.149 -0.396 0.037 -0.5 0.4 0.4
H -0.351 -0.365 1.721 0.7 -0.5 1.3
H -2.058 -2.176 1.128 0.9 0.2 -0.9
H -1.578 -2.072 -0.575 0.7 0.0 0.5
H 0.743 -3.100 0.499 2.5 0.0 -1.8
H -0.679 -4.210 0.883 0.9 2.9 -1.3
H -0.602 -2.596 3.434 -0.6 0.3 -0.2
H 2.248 -1.648 -0.633 2.5 2.8 -2.8
H 3.011 -0.174 -0.836 -0.9 -3.0 -1.1
O 2.815 -1.063 -1.370 -1.6 -0.3 3.3
H -2.058 0.154 -2.081 -0.1 0.1 0.0
H -2.974 -0.841 -2.702 -4.8 -0.3 -3.3
O -2.244 -0.794 -2.218 4.9 0.4 2.9
H 1.119 -1.602 -3.086 1.1 -0.3 -0.6
H -0.260 -1.513 -2.909 0.2 -1.2 -2.2
O 0.372 -1.925 -3.612 -1.4 1.6 2.9
H 1.763 0.894 0.823 -0.2 0.4 -0.8
H 2.776 0.293 1.767 -0.7 -0.5 -2.2
O 2.434 0.204 0.808 1.5 -0.1 2.9
H -0.235 2.236 0.735 -0.9 -1.1 0.0
H 1.274 3.286 0.560 1.3 3.9 0.0
O 1.032 2.444 0.760 -2.5 -3.7 0.9
H -1.019 2.296 -2.249 4.0 1.0 -1.3
H -1.852 2.400 -0.925 0.7 -0.3 0.1
O -1.818 2.144 -1.872 -4.5 -1.0 0.8
H 0.722 1.708 3.525 2.0 -0.5 -0.6
H 1.439 1.721 2.145 0.3 0.5 2.3
O 1.643 1.522 3.146 -2.5 0.6 -0.8
H 2.271 3.129 -1.601 -3.1 -0.3 -0.1
H 0.882 2.822 -0.815 0.8 -0.3 -1.2
O 1.242 3.106 -1.703 2.3 0.4 0.0
```
Positions in Å, forces in eV/Å.

Values from the calculation:
Total energy (Ha): -1242.693124
Charge: -1
Strongest force on any atom (eV Å⁻¹): 6.14

=====

C4H26N2O10 | wB97M-V/def2-TZVPD

XYZ file:
```
42
Properties=species:S:1:pos:R:3:forces:R:3
O -2.031 -1.705 -2.486 -0.3 -0.6 0.3
C -1.299 -1.131 -1.720 0.8 -2.5 -2.7
O -1.398 0.131 -1.522 -1.4 4.9 1.1
C 0.070 -1.770 -1.212 -2.3 0.2 0.8
C 0.587 -0.799 -0.092 1.1 -1.3 2.9
C 1.428 -1.717 1.077 1.0 -0.1 -0.4
N 0.823 -1.945 2.491 -3.5 1.4 -2.8
N 1.057 -1.834 -2.241 1.4 3.3 2.7
H -2.091 0.712 -2.012 1.2 -2.5 0.7
H -0.304 -2.871 -1.046 1.0 2.0 0.7
H 1.434 -0.125 -0.573 -2.1 -1.0 1.1
H -0.292 -0.231 0.449 2.0 -0.8 -1.3
H 2.503 -1.211 1.269 -2.6 -1.3 -0.5
H 1.515 -2.719 0.526 0.4 1.4 1.0
H 1.323 -2.527 3.095 1.5 -0.9 0.6
H -0.163 -2.384 2.488 2.0 0.7 -0.6
H 1.474 -0.822 -2.322 -1.1 -3.2 -1.2
H 0.750 -2.453 -2.927 0.0 -0.2 -2.2
H 0.291 1.573 -3.498 -2.6 -2.5 -1.4
H -1.043 1.127 -4.266 -1.4 1.1 -1.0
O -0.299 0.765 -3.847 4.0 1.3 1.5
H -1.562 0.943 2.499 1.2 0.4 1.5
H -2.435 1.923 1.714 0.2 -0.2 0.2
O -2.225 0.990 1.844 -1.4 -0.1 -1.5
H -0.501 3.205 -1.338 0.6 -0.4 -0.5
H -0.535 1.727 -1.452 -1.6 -3.7 1.8
O -0.152 2.442 -1.842 1.4 4.6 -0.9
H 3.141 1.296 -2.547 0.4 0.3 1.3
H 1.770 1.607 -2.026 3.0 0.6 2.0
O 2.783 1.602 -1.671 -3.4 -0.8 -3.2
H 0.316 2.217 3.705 0.9 -2.7 2.2
H 0.819 3.110 2.653 4.4 1.6 -2.5
O 0.101 2.856 3.098 -5.3 1.2 0.0
H -0.362 -0.076 4.844 -0.2 -1.1 1.0
H -0.151 -0.326 3.291 0.7 -1.0 0.4
O -0.216 0.315 4.007 -0.2 1.8 -1.1
H -1.939 -1.268 1.377 2.4 0.9 -0.6
H -3.226 -1.182 1.809 0.3 -2.0 -1.0
O -2.635 -1.886 1.361 -2.6 1.2 1.5
H 2.223 1.544 1.607 -2.0 0.3 0.7
H 2.966 1.131 0.304 0.7 1.1 3.6
O 3.096 1.372 1.348 1.4 -1.3 -4.4
```
Positions in Å, forces in eV/Å.

Values from the calculation:
Energy relative to the best compared isomer or geometry (same formula, charge and spin) (kcal per mole): 150.2
SMILES string: NCC[C@H](N)C(=O)O.O.O.O.O.O.O.O.O
Charge: 0
Strongest force on any atom (eV Å⁻¹): 5.41

=====

C4H26NO10 | wB97M-V/def2-TZVPD

XYZ file:
```
41
Properties=species:S:1:pos:R:3:forces:R:3
O 3.505 1.475 1.792 0.1 -0.7 -0.8
C 2.238 1.780 1.426 0.8 0.3 0.6
C 1.867 1.010 0.173 -0.6 0.0 0.0
N 2.600 -0.303 0.093 0.0 0.1 -0.4
C 3.058 -0.628 -1.288 -0.4 -0.2 -0.2
C 0.367 0.792 0.145 -0.4 -0.1 0.1
O 1.552 2.563 2.006 -0.2 -0.2 -0.3
H 3.821 1.950 2.558 -0.2 0.6 0.6
H 2.158 1.605 -0.694 0.1 0.0 0.0
H 1.943 -1.071 0.393 0.2 0.1 0.2
H 3.414 -0.296 0.706 -0.1 0.1 0.2
H 3.617 -1.560 -1.256 0.1 0.1 0.0
H 3.631 0.192 -1.700 0.3 0.1 0.1
H 2.189 -0.756 -1.927 -0.2 0.0 0.0
H 0.081 0.012 -0.553 0.1 -0.1 -0.2
H -0.031 0.537 1.131 0.1 0.0 -0.1
H -0.124 1.692 -0.201 -0.1 0.2 0.0
H -2.421 -1.814 1.446 0.0 0.0 -0.2
H -3.674 -2.593 0.960 0.1 0.1 -0.2
O -2.954 -2.031 0.640 -0.2 -0.4 0.6
H -1.014 -1.947 -1.709 0.1 -0.7 0.6
H -1.708 -2.627 -0.478 0.3 0.0 -0.4
O -0.880 -2.659 -1.016 -0.2 0.7 -0.1
H -2.297 -0.227 -2.119 0.0 0.0 -0.1
H -2.005 -0.839 -3.536 0.0 0.0 -0.1
O -1.566 -0.549 -2.730 -0.2 -0.1 0.3
H -3.386 -0.653 -0.362 0.0 0.4 0.1
H -3.263 0.934 -0.466 -0.2 -0.8 -0.2
O -3.414 0.101 -0.981 0.2 0.6 0.1
H -2.554 2.511 1.363 0.1 0.1 0.3
H -3.706 3.077 0.498 0.4 -0.3 0.1
O -2.977 2.433 0.508 -0.4 0.3 -0.3
H -1.096 -1.977 3.397 0.3 0.3 -0.7
H -0.288 -1.625 2.052 -0.2 -0.4 0.6
O -1.110 -1.467 2.565 -0.2 0.0 0.4
H 1.284 -3.134 1.056 0.0 -0.2 0.1
H 0.203 -2.442 0.103 0.5 0.1 0.5
O 0.880 -2.279 0.889 -0.5 0.0 -1.1
H -0.408 0.737 -2.995 0.2 0.4 -0.3
H -0.016 1.968 -3.859 -0.1 0.1 -0.2
O 0.283 1.425 -3.130 0.1 -0.4 0.5
```
Positions in Å, forces in eV/Å.

Values from the calculation:
Energy relative to the best compared isomer or geometry (same formula, charge and spin) (kcal per mole): 0.0
Charge: +1
Strongest force on any atom (eV Å⁻¹): 1.20

=====

C4H26NO12 | wB97M-V/def2-TZVPD

XYZ file:
```
43
Properties=species:S:1:pos:R:3:forces:R:3
C -2.137 -0.367 2.083 0.8 -0.1 -0.2
O -1.548 -0.767 3.353 0.0 0.1 -0.7
C -1.161 -0.381 0.883 -1.0 1.6 0.6
C 0.130 0.434 1.197 -1.4 -0.1 -1.2
C 0.967 0.184 -0.049 1.0 -0.6 0.3
O 1.792 -0.770 0.067 0.6 0.1 0.1
O 0.767 0.777 -1.127 -0.3 0.1 0.4
N -2.019 0.076 -0.231 0.1 0.8 -0.8
H -2.973 -1.047 1.774 0.3 1.0 0.7
H -2.359 0.719 2.214 -0.7 -1.0 -0.1
H -0.925 -1.477 3.153 -0.1 -0.1 0.1
H -0.908 -1.338 0.539 0.6 -1.9 0.4
H 0.531 0.228 2.190 0.5 -0.7 -0.6
H -0.215 1.438 1.270 -0.1 0.9 -0.3
H -1.814 -0.481 -1.047 0.1 -0.2 0.0
H -1.843 1.024 -0.599 0.1 -0.4 1.0
H -2.318 3.451 0.023 0.0 0.3 -0.6
H -0.699 3.166 -0.201 -1.7 0.2 0.0
O -1.518 3.108 0.408 1.2 -0.4 0.6
H 0.395 -3.749 -0.915 0.1 0.0 0.1
H -0.347 -3.371 -2.225 0.2 -0.1 0.0
O 0.377 -3.921 -1.861 -0.1 -0.2 0.0
H 1.496 -2.222 0.706 -0.4 0.1 -0.3
H 2.122 -2.836 1.851 -0.5 -0.7 -0.1
O 1.417 -3.066 1.214 0.7 0.3 0.7
H 2.331 3.157 1.837 -0.8 -0.3 -2.4
H 2.902 2.204 0.860 0.0 -0.5 -0.8
O 2.239 2.899 0.847 0.9 0.7 3.6
H 1.068 3.383 -0.337 0.0 -0.2 -1.3
H 0.849 2.633 -1.693 -0.4 0.2 0.8
O 0.569 3.430 -1.194 0.5 0.4 0.3
H -0.647 2.562 2.943 0.3 -0.9 0.7
H -0.500 1.125 3.618 -0.4 -0.1 -0.2
O -0.239 2.049 3.678 0.0 1.2 -0.1
H 2.532 -1.357 -1.528 -0.5 0.1 -0.6
H 2.338 -2.642 -2.290 -0.4 -0.4 -0.2
O 2.424 -1.700 -2.449 0.7 0.3 0.5
H 0.481 -0.276 -2.643 0.8 0.4 0.0
H 0.798 -0.323 -4.200 0.0 -0.2 0.7
O 0.097 -0.276 -3.536 -0.6 0.2 -0.8
H -2.079 -1.924 -2.314 -0.2 0.2 0.0
H -0.862 -1.505 -3.262 -0.8 -0.6 0.2
O -1.508 -2.250 -3.008 0.5 0.2 -0.3
```
Positions in Å, forces in eV/Å.

Values from the calculation:
Energy relative to the best compared isomer or geometry (same formula, charge and spin) (kcal per mole): 17.8
Charge: -1
Strongest force on any atom (eV Å⁻¹): 3.76

=====

C4H27N2O9 | wB97M-V/def2-TZVPD

XYZ file:
```
42
Properties=species:S:1:pos:R:3:forces:R:3
O -1.488 -0.114 1.737 -0.1 0.0 -1.0
C -0.399 0.442 1.644 0.7 0.0 1.2
N 0.241 0.762 2.789 0.9 1.1 0.0
C 1.579 1.453 2.984 -1.0 -3.4 1.7
C 0.323 0.835 0.369 0.4 -1.5 0.5
N -0.049 0.039 -0.872 1.1 3.5 -0.1
C -0.416 1.094 -2.011 -0.9 -1.5 1.1
H -0.314 0.574 3.603 -0.1 -0.1 0.3
H 1.520 2.424 3.436 -0.3 0.7 -0.5
H 2.142 0.803 3.757 -0.7 1.0 -1.4
H 2.005 1.299 2.027 1.2 0.8 -0.4
H 0.119 1.888 0.256 0.1 0.2 -0.4
H 1.393 0.600 0.505 -0.5 0.4 -0.2
H -0.934 -0.432 -0.824 -0.2 -1.0 0.6
H 0.789 -0.552 -1.064 -1.2 0.0 -0.3
H -0.131 2.122 -1.821 0.4 -0.3 0.6
H -1.540 0.972 -1.932 1.4 0.4 -1.3
H 0.164 0.757 -2.850 -0.6 -0.1 -0.7
H -2.190 -2.980 1.716 0.0 -0.1 0.0
H -0.823 -2.926 2.419 -0.1 -0.1 -0.3
O -1.251 -3.179 1.587 -0.1 0.1 0.2
H -3.946 -0.756 1.665 -0.3 -0.2 0.1
H -2.684 -1.158 1.005 0.1 -0.2 0.4
O -3.626 -1.411 1.030 0.1 0.2 -0.1
H 2.654 -1.823 -0.161 -0.3 0.1 0.3
H 3.845 -1.298 0.610 0.0 0.2 0.1
O 2.916 -1.107 0.435 0.3 -0.1 -0.3
H -2.745 2.447 0.276 0.3 0.0 0.4
H -2.038 3.148 -0.814 0.3 0.2 0.4
O -1.896 2.890 0.113 -0.7 -0.2 -0.7
H -0.184 -2.936 0.081 0.3 0.1 0.5
H 0.893 -3.441 -0.856 0.1 0.0 0.0
O 0.709 -2.711 -0.254 -0.4 -0.3 -0.6
H 2.816 -1.780 -3.305 0.0 0.0 -0.1
H 2.117 -0.461 -3.682 0.1 -0.1 -0.1
O 2.541 -0.927 -2.954 -0.2 0.2 0.3
H -3.950 -0.142 -1.869 -0.2 -0.2 0.2
H -3.362 -0.408 -0.413 -0.8 -0.2 -0.5
O -3.206 0.009 -1.284 0.8 0.4 0.1
H 2.942 1.389 -1.940 -0.4 -0.1 0.5
H 3.015 2.404 -2.949 -0.4 0.7 -0.1
O 2.450 2.189 -2.192 0.9 -0.8 -0.4
```
Positions in Å, forces in eV/Å.

Values from the calculation:
Energy relative to the best compared isomer or geometry (same formula, charge and spin) (kcal per mole): 47.7
Charge: +1
Strongest force on any atom (eV Å⁻¹): 3.97

=====

C4H27NO10 | wB97M-V/def2-TZVPD

XYZ file:
```
42
Properties=species:S:1:pos:R:3:forces:R:3
C 0.196 1.286 -0.463 -3.6 0.5 0.3
C 1.003 0.826 0.713 -0.2 0.1 0.3
N 1.924 -0.254 0.334 1.1 1.8 3.7
C 2.047 -1.228 1.422 2.2 1.2 0.4
C 1.751 -2.575 0.814 -1.3 -0.5 1.9
O 0.807 -3.179 1.261 0.9 0.0 -0.5
H 0.559 1.689 -1.402 1.2 -1.5 -0.5
H -0.183 2.322 -0.306 -0.5 -0.8 1.2
H -0.717 0.529 -0.458 1.8 1.9 -0.8
H 0.322 0.472 1.587 1.2 0.7 -1.8
H 1.641 1.683 1.108 -0.2 -1.0 -0.3
H 2.875 0.121 0.144 -0.8 -0.5 -1.3
H 3.163 -1.161 1.797 -2.0 -0.5 -0.7
H 1.372 -0.920 2.248 0.3 -0.7 -0.6
H 2.406 -2.883 0.026 0.3 -0.6 -0.8
H -0.256 -3.345 -0.198 -0.8 0.1 -0.4
H -1.336 -2.222 -0.630 0.3 -0.9 0.0
O -0.745 -2.959 -0.946 -0.1 0.5 0.1
H -2.478 -0.973 -3.103 0.0 1.2 0.2
H -1.730 0.426 -3.062 -0.8 -0.7 -0.2
O -2.519 -0.072 -2.695 0.8 -0.6 -0.6
H 0.268 0.374 -3.700 1.6 -1.3 0.7
H -0.278 1.808 -3.470 0.4 0.1 0.0
O -0.388 0.984 -3.950 -1.8 1.3 -0.6
H 1.437 1.364 3.942 -1.7 -4.0 4.4
H 1.085 2.568 3.317 -4.1 4.5 -0.1
O 1.696 1.941 3.337 5.7 -0.5 -4.1
H 1.029 -0.714 -1.679 0.2 1.1 0.6
H 0.252 -1.947 -1.916 -0.7 -1.0 0.2
O 0.858 -1.344 -2.355 0.7 0.1 -1.1
H 0.820 4.669 -1.232 -0.2 3.0 2.5
H 0.985 4.393 -2.663 0.5 1.6 -3.0
O 0.869 4.013 -1.847 -0.2 -4.5 0.4
H -2.327 -0.487 -1.198 -0.9 0.3 -1.0
H -3.373 -1.333 -0.284 0.7 0.7 -0.5
O -2.479 -0.931 -0.341 -0.3 -1.1 1.8
H -2.318 0.103 3.937 -0.4 1.1 0.1
H -1.725 0.562 2.724 -1.0 1.1 0.9
O -2.245 0.973 3.477 1.3 -2.0 -0.8
H -1.882 -1.322 1.292 -0.3 0.0 -1.2
H -0.864 -1.917 2.250 3.9 -4.0 0.3
O -1.521 -1.337 2.168 -3.3 3.9 0.9
```
Positions in Å, forces in eV/Å.

Values from the calculation:
Energy relative to the best compared isomer or geometry (same formula, charge and spin) (kcal per mole): 0.0
2S+1: 2
Charge: +1
Strongest force on any atom (eV Å⁻¹): 7.07

=====

C4H28N2O10S | wB97M-V/def2-TZVPD

XYZ file:
```
45
Properties=species:S:1:pos:R:3:forces:R:3
C 0.914 -1.513 1.663 0.2 0.0 0.3
C 0.216 -1.371 0.314 0.1 0.5 0.3
C -1.275 -1.654 0.432 -0.2 0.0 0.1
S -1.673 -3.410 0.638 -0.1 0.0 0.0
N 0.402 -0.013 -0.223 0.0 -0.4 -0.1
C 1.444 0.238 -1.049 0.2 -0.5 -0.1
N 1.811 1.507 -1.223 -0.1 0.7 0.2
O 2.069 -0.690 -1.636 -0.2 0.2 0.0
H 1.978 -1.276 1.571 -0.2 0.0 0.0
H 0.476 -0.863 2.437 0.1 -0.1 -0.4
H 0.830 -2.534 2.028 0.0 -0.2 0.0
H 0.693 -2.058 -0.376 -0.1 0.0 -0.2
H -1.816 -1.246 -0.415 0.0 -0.1 -0.3
H -1.691 -1.149 1.309 0.2 -0.1 0.1
H -1.642 -3.742 -0.659 0.1 0.0 0.0
H 0.181 0.746 0.420 0.0 0.0 0.0
H 1.287 2.309 -0.852 -0.1 -0.2 0.0
H 2.479 1.691 -1.940 0.3 -0.1 -0.2
H 1.420 1.495 2.034 -0.2 0.0 0.1
H -0.113 1.529 2.515 0.4 0.1 -0.3
O 0.531 1.872 1.855 -0.3 -0.1 0.5
H -2.140 1.698 -1.770 0.0 -0.2 -0.4
H -2.634 3.173 -1.977 0.0 -0.2 0.0
O -2.254 2.563 -1.336 -0.2 0.5 0.5
H -3.342 0.139 0.282 0.0 -0.1 -0.1
H -3.340 1.648 0.474 -0.1 -0.3 0.1
O -3.517 0.812 0.948 0.2 0.6 -0.2
H 0.821 -1.205 -2.797 0.1 0.0 0.0
H -0.024 -2.297 -3.484 -0.1 -0.3 -0.1
O -0.002 -1.357 -3.311 0.1 0.2 0.1
H -2.372 0.831 2.382 0.2 -0.1 0.4
H -2.062 0.202 3.781 0.1 0.2 -0.2
O -1.729 0.833 3.130 -0.3 -0.1 -0.2
H 4.532 -1.438 0.198 -0.2 0.2 -0.2
H 3.619 -0.541 -0.720 0.3 -0.4 0.2
O 4.302 -0.523 -0.011 -0.1 0.1 0.0
H -1.297 -0.316 -2.748 0.1 -0.2 0.0
H -2.578 0.128 -3.422 -0.3 0.0 -0.4
O -2.127 0.176 -2.583 0.1 0.0 0.4
H 3.511 0.374 1.360 -0.2 0.2 0.4
H 3.707 1.620 2.258 -0.5 -0.7 -0.1
O 3.110 0.853 2.131 0.8 0.6 -0.3
H -0.714 3.318 -0.622 0.4 0.0 0.3
H 0.223 3.234 0.639 -0.2 -0.1 0.1
O 0.161 3.581 -0.263 -0.2 0.2 -0.4
```
Positions in Å, forces in eV/Å.

Values from the calculation:
Energy relative to the best compared isomer or geometry (same formula, charge and spin) (kcal per mole): 0.0
SMILES string: C[C@@H](CS)NC(N)=O.O.O.O.O.O.O.O.O.O
Charge: 0
Strongest force on any atom (eV Å⁻¹): 1.02